Entry from the OMol25 dataset: 3 unconnected molecules or ions with the total composition C32H56BrClF9N3O9PS (ωB97M-V/def2-TZVPD).

Structure (XYZ):
```
113
Properties=species:S:1:pos:R:3
C 4.056 -3.754 -1.256
C 5.379 -3.006 -1.480
C 5.915 -2.291 -0.231
C 4.850 -1.509 0.548
C 5.405 -0.451 1.526
C 4.449 0.735 1.684
C 4.492 1.676 0.469
C 3.452 2.826 0.433
C 2.297 2.754 -0.613
C 2.594 3.767 -1.732
C 3.827 3.416 -2.530
O 3.843 3.508 -3.722
C 1.948 1.330 -1.105
C 1.247 1.194 -2.487
C 1.968 0.187 -3.404
C 1.547 -1.258 -3.349
N 2.892 0.517 -4.209
C 1.162 0.793 0.130
Cl 0.462 -0.796 -0.070
C 0.352 1.976 0.778
P 1.130 1.905 2.611
O 0.306 0.605 3.092
Br 0.090 3.486 3.703
S -1.503 2.174 0.922
O -1.903 1.869 2.251
O -1.683 3.460 0.317
C -2.575 1.055 -0.155
F -1.891 0.796 -1.274
F -3.588 1.852 -0.447
C -3.149 -0.204 0.608
F -2.218 -0.642 1.443
F -4.153 0.281 1.325
C -3.712 -1.475 -0.204
F -4.958 -1.659 0.201
F -2.955 -2.528 0.151
C -3.770 -1.493 -1.757
F -2.567 -1.592 -2.277
F -4.335 -0.390 -2.208
F -4.467 -2.516 -2.137
N 0.899 3.162 -0.052
C 0.752 4.553 0.498
C 0.507 5.707 -0.505
C 0.089 5.606 -1.977
N -0.846 4.629 -2.381
O 0.472 6.467 -2.705
H 3.183 -3.099 -1.378
H 3.986 -4.183 -0.249
H 3.949 -4.581 -1.967
H 6.123 -3.733 -1.820
H 5.264 -2.269 -2.285
H 6.375 -3.040 0.429
H 6.695 -1.581 -0.532
H 4.232 -2.209 1.126
H 4.163 -1.039 -0.177
H 5.540 -0.923 2.507
H 6.392 -0.096 1.201
H 4.697 1.333 2.573
H 3.450 0.327 1.874
H 4.498 1.108 -0.465
H 5.483 2.149 0.507
H 3.991 3.754 0.214
H 3.052 2.969 1.445
H 1.783 3.893 -2.450
H 2.774 4.759 -1.292
H 4.714 3.069 -1.974
H 2.835 0.693 -1.129
H 0.214 0.876 -2.355
H 1.232 2.138 -3.034
H 0.495 -1.368 -3.105
H 2.138 -1.812 -2.613
H 1.727 -1.699 -4.335
H 3.104 1.513 -4.217
H 1.969 0.602 0.848
H 0.836 -0.209 3.019
H 0.330 3.129 -0.905
H 1.670 4.778 1.056
H -0.043 4.495 1.231
H -0.249 6.344 -0.026
H 1.413 6.318 -0.576
H -1.340 5.002 -3.192
H -0.426 3.753 -2.684
C -8.200 -0.563 -0.369
O -8.990 0.608 -0.396
C -10.004 0.625 0.597
C -9.613 1.473 1.785
O -8.491 0.931 2.466
C -7.276 1.582 2.160
H -7.361 -0.404 -1.046
H -7.818 -0.769 0.634
H -8.771 -1.430 -0.718
H -10.222 -0.395 0.930
H -10.911 1.035 0.145
H -10.449 1.511 2.489
H -9.400 2.494 1.455
H -7.239 2.580 2.611
H -7.130 1.677 1.080
H -6.470 0.980 2.578
C 0.973 -7.259 0.769
O 0.598 -6.988 2.107
C 1.619 -6.395 2.885
C 1.396 -4.910 3.056
O 1.488 -4.216 1.816
C 0.233 -3.907 1.246
H 0.070 -7.550 0.236
H 1.409 -6.379 0.286
H 1.691 -8.083 0.721
H 2.600 -6.573 2.432
H 1.611 -6.867 3.872
H 2.161 -4.504 3.725
H 0.416 -4.736 3.512
H -0.264 -3.102 1.802
H -0.434 -4.772 1.217
H 0.417 -3.581 0.223
```

Values from the calculation:
- total charge = +1
- F_max (eV Å⁻¹) = 1.5
- energy (a.u.) = -6766.48500
- orbital gap (hartree) = 0.2771
- lowest unoccupied orbital energy (eV) = -3.12
- HOMO energy (eV) = -10.7